1.
Below is the ion C12H24N5OS with charge +1 in a non-equilibrium geometry, with properties calculated with the ωB97M-V functional and the def2-TZVPD basis.

Cartesian coordinates (Å):
C 1.9598 2.5846 1.0246
C 0.7788 3.0552 0.0449
C -0.6071 2.2643 0.3455
C -1.1291 1.7353 -1.0971
C -2.7102 1.4951 -1.1029
C -3.1746 -0.0288 -1.1355
C -2.3165 -1.0295 -0.2588
N -1.0781 -1.5498 -0.9634
C -0.2296 -2.0846 0.0851
N 1.0917 -1.9666 0.0657
N 1.7110 -1.3326 -1.0108
C 3.1330 -0.9878 -0.7141
C 4.0991 -2.0013 -1.4792
N -0.9202 -2.7539 1.2065
C -1.6532 -1.6701 1.9243
N -0.8051 -1.1451 3.0625
C -1.2810 0.0096 3.4000
S -2.1488 1.3840 3.6969
O -2.0079 -0.5601 1.0650
H 1.7967 1.5065 1.3740
H 2.9169 2.5658 0.3959
H 2.1195 3.2784 1.9121
H 0.6131 4.1729 0.1783
H 1.0902 2.8973 -1.0408
H -0.4099 1.4041 1.0520
H -1.4187 2.9768 0.7115
H -0.9402 2.6218 -1.8021
H -0.5106 0.8786 -1.5021
H -3.2023 2.0814 -0.2648
H -3.0997 1.9693 -2.0729
H -4.2381 -0.0573 -0.7058
H -3.2766 -0.4041 -2.2084
H -2.9734 -1.9649 -0.1060
H -1.3462 -2.2631 -1.6526
H 1.6440 -2.3320 0.8574
H 1.6211 -1.9085 -1.8539
H 3.3083 0.0797 -1.0914
H 3.3239 -0.9319 0.4130
H 3.6535 -2.3783 -2.4589
H 5.1112 -1.5527 -1.7531
H 4.2279 -2.9252 -0.8196
H -0.1459 -3.0222 1.8464
H -2.5768 -2.1103 2.4325

Summary:
2S+1: 1
SMILES string: CCCCCC[C@H]1NC(NNCC)=[NH+][C@@H](N=C=S)O1
DFT total energy: -33155.5593 eV
HOMO level: -12.57 eV
gap between HOMO and LUMO: 8.7597 eV
net charge: +1



2.
Below is the ion C12H24NO2 with charge +1 in a non-equilibrium geometry, with properties calculated with the ωB97M-V functional and the def2-TZVPD basis.

Cartesian coordinates (Å):
C 2.3860 1.6526 -0.9553
C 1.0165 1.4856 -1.6082
C -0.1922 1.9161 -0.7453
C -1.4879 1.3888 -1.3527
N -1.7465 -0.0345 -0.9530
C -1.8697 -0.1980 0.5351
C -0.6839 0.3278 1.3678
C -1.2763 0.6682 2.7492
C 0.4021 -0.7592 1.6616
C 1.1609 -1.5284 0.5584
C 0.4980 -2.8728 0.1368
C 0.3770 -2.9290 -1.3546
O -0.6320 -2.7803 -1.9734
O 1.5667 -3.1646 -1.9810
C -0.1318 1.6542 0.7764
H 3.1717 1.6501 -1.7137
H 2.4454 2.6040 -0.4174
H 2.6177 0.8558 -0.2428
H 0.8929 0.4502 -1.9635
H 0.9852 2.0906 -2.5211
H -0.2658 3.0030 -0.8640
H -2.3733 1.9479 -1.0404
H -1.4240 1.4087 -2.4443
H -1.0385 -0.6532 -1.3441
H -2.6234 -0.3492 -1.3715
H -2.7784 0.3598 0.7799
H -2.0690 -1.2536 0.7286
H -1.4167 -0.2231 3.3661
H -0.6000 1.3365 3.2909
H -2.2357 1.1850 2.6586
H 1.1582 -0.2766 2.2900
H -0.0867 -1.5002 2.3045
H 2.1743 -1.7143 0.9188
H 1.3021 -0.9028 -0.3260
H -0.4959 -2.9671 0.5799
H 1.0838 -3.7394 0.4513
H 1.9882 -2.3775 -2.3522
H 0.8979 1.7726 1.1227
H -0.6969 2.4662 1.2478

Summary:
2S+1: 1
SMILES string: CC[C@H]1C[NH2+]C[C@@](C)(CCCC(=O)O)C1
DFT total energy: -18412.6746 eV
HOMO level: -13.97 eV
gap between HOMO and LUMO: 11.1954 eV
net charge: +1



3.
Below is a cluster of 6 separate species, C12H24O24S6 in total in a non-equilibrium geometry, with properties calculated with the ωB97M-V functional and the def2-TZVPD basis.

Cartesian coordinates (Å):
O 10.0539 -2.1091 8.8207
S 9.7834 -2.8232 7.5471
O 8.5703 -2.5723 6.8033
O 11.1657 -2.7370 6.5629
C 12.1839 -3.5309 6.9472
C 11.5470 -4.5620 7.8897
O 10.1468 -4.4231 7.6214
H 12.5042 -3.8682 5.9614
H 12.9166 -2.9064 7.4584
H 11.8180 -4.2855 8.9087
H 11.9816 -5.5383 7.6753
O 8.5511 4.6561 -0.2956
S 9.0406 5.9811 -0.6595
O 9.6241 6.8239 0.3399
O 9.9738 5.9455 -1.9845
C 9.6561 6.9736 -2.8707
C 8.3458 7.5890 -2.5111
O 7.8688 6.7321 -1.5309
H 10.5733 7.5624 -2.8842
H 9.5755 6.4654 -3.8315
H 7.7316 7.6755 -3.4074
H 8.4743 8.5966 -2.1156
O 3.0335 -3.1094 -1.8388
S 1.7812 -3.0123 -1.1034
O 0.5776 -3.8219 -1.5011
O 2.2073 -3.0701 0.5436
C 1.7330 -1.9127 1.1813
C 2.0528 -0.7494 0.1409
O 1.4757 -1.4046 -0.9886
H 0.6548 -1.9537 1.3359
H 2.2327 -1.7539 2.1369
H 3.1094 -0.5206 0.0018
H 1.5505 0.1557 0.4824
O -6.1215 -4.2747 2.7043
S -7.0240 -3.9338 1.6241
O -6.5818 -3.2924 0.4277
O -7.8826 -5.3466 1.3676
C -9.2418 -5.2738 1.8151
C -9.3979 -3.9609 2.7305
O -8.4037 -3.1801 2.1083
H -9.8807 -5.0464 0.9617
H -9.5856 -6.2081 2.2590
H -9.2878 -4.1923 3.7899
H -10.4070 -3.5561 2.6530
O -3.9603 4.2722 -1.2692
S -5.3350 4.8845 -1.2959
O -6.2991 4.2017 -2.1343
O -5.9647 5.1118 0.2552
C -6.8372 6.1802 0.3281
C -6.4585 7.1994 -0.8021
O -5.5282 6.5240 -1.6210
H -7.8116 5.6953 0.2682
H -6.7591 6.5988 1.3314
H -5.9663 8.0930 -0.4183
H -7.1249 7.4662 -1.6223
O -8.0324 -3.0245 -9.5360
S -8.0205 -2.3488 -8.2302
O -8.4784 -0.9616 -8.2346
O -8.5452 -3.2967 -6.9503
C -7.5719 -3.7321 -6.0127
C -6.3517 -2.8826 -6.4289
O -6.4860 -2.4218 -7.6919
H -7.8951 -3.4038 -5.0248
H -7.4538 -4.8105 -6.1191
H -5.5248 -3.5748 -6.2700
H -6.2759 -1.9964 -5.7988

Summary:
2S+1: 1
SMILES string: O=S1(=O)OCCO1.O=S1(=O)OCCO1.O=S1(=O)OCCO1.O=S1(=O)OCCO1.O=S1(=O)OCCO1.O=S1(=O)OCCO1
DFT total energy: -126973.2978 eV
HOMO level: -11.03 eV
gap between HOMO and LUMO: 11.4620 eV



4.
Below is a structure of composition C12H25B in a non-equilibrium geometry, with properties calculated with the ωB97M-V functional and the def2-TZVPD basis.

Cartesian coordinates (Å):
B 0.2270 1.2800 1.1753
C -2.0333 0.4410 1.4248
C -0.6479 -0.5588 -0.3384
C 0.4494 0.4816 -0.1938
C -2.0876 -0.0708 -0.0336
C -0.3853 -1.8295 0.5254
C 0.4655 1.3631 -1.4169
C -2.5822 0.9978 -0.9736
C -3.1029 -1.2442 -0.1171
C 1.9571 -0.0273 1.6770
C 2.9586 1.0181 -0.2265
C 2.2408 -1.3064 -0.8010
C 1.8854 -0.0139 0.1068
H 0.5355 2.3244 1.6695
H -1.7713 -0.2597 2.1906
H -2.5096 1.3475 1.5916
H -0.6106 -0.9268 -1.3936
H 0.6066 -2.2033 0.1743
H -1.1864 -2.5682 0.3633
H -0.2419 -1.7170 1.5873
H 0.8311 2.3497 -1.2371
H -0.5376 1.4987 -1.8755
H 1.1188 1.1284 -2.2490
H -2.2693 1.9927 -0.6995
H -3.6960 1.1010 -0.9445
H -2.2288 0.6091 -2.0353
H -3.0200 -1.6725 0.8546
H -2.8601 -1.9384 -0.8676
H -4.0778 -0.7569 -0.2439
H 2.3447 -0.8766 2.1366
H 0.7233 0.1669 2.0375
H 2.5117 0.7201 2.1974
H 2.9289 1.9776 0.3233
H 4.0366 0.7601 -0.2283
H 2.8841 1.3813 -1.3776
H 3.0875 -1.0137 -1.4530
H 1.4130 -1.8268 -1.2994
H 2.6429 -2.1284 -0.0300

Summary:
2S+1: 1
DFT total energy: -13519.9484 eV
HOMO level: -7.22 eV
gap between HOMO and LUMO: 7.8552 eV



Energy relative to the best compared isomer or geometry (same formula, charge and spin) across the listed records, respectively: 2.695 0.000 5.753 6.527 eV.